# 1
Here is a cluster of 5 separate species, C12H36N2O7 in total in a non-equilibrium geometry from OMol25. Energies are from ωB97M-V/def2-TZVPD.

Positions of all 57 atoms, in Å:
C: 0.9966 7.0328 23.6369
O: 1.2258 5.7299 23.0973
C: 1.3206 4.7486 24.0785
C: 1.3693 3.3675 23.3675
N: 0.1847 3.0209 22.5961
C: 0.2881 1.7639 21.7975
C: -1.0709 1.5211 21.1736
O: -1.5540 2.6790 20.4409
C: -2.6419 2.3280 19.5528
H: 1.8896 7.3847 24.1534
H: 0.0911 7.1598 24.2303
H: 0.9300 7.7033 22.7801
H: 0.4394 4.7377 24.7200
H: 2.2224 4.9444 24.6586
H: 1.4242 2.5925 24.1320
H: 2.2066 3.3058 22.6724
H: 0.0201 3.7750 21.9447
H: 0.3890 0.9428 22.5072
H: 1.0922 1.7950 21.0622
H: -1.8154 1.2624 21.9266
H: -1.0759 0.6248 20.5533
H: -2.6981 3.1287 18.8153
H: -3.5492 2.3591 20.1560
H: -2.4311 1.3954 19.0295
C: -0.5007 -4.7881 16.0004
O: -1.0290 -3.5156 15.6447
C: -0.2581 -2.3715 15.8980
C: -1.2108 -1.1349 15.5152
N: -0.4488 0.1788 15.6679
C: -1.3002 1.2399 15.0051
C: -0.5324 2.5718 14.9456
O: 0.4699 2.5491 13.9333
C: 1.0602 3.8471 13.6957
H: -0.2323 -4.7974 17.0568
H: 0.4046 -5.0026 15.4324
H: -1.2722 -5.5437 15.8522
H: 0.6950 -2.4450 15.3742
H: -0.0511 -2.3642 16.9681
H: -2.0775 -1.1333 16.1762
H: -1.5433 -1.2986 14.4901
H: 0.3853 0.1504 15.0991
H: -2.1547 1.3319 15.6755
H: -1.6718 1.0205 14.0042
H: -0.1921 2.9970 15.8897
H: -1.2994 3.2603 14.5909
H: 1.6013 4.3469 14.4991
H: 0.3842 4.4640 13.1036
H: 1.8657 3.6086 13.0012
O: 0.8051 3.1393 18.6173
H: 0.0625 3.1714 19.2204
H: 0.8319 4.0111 18.2230
O: -0.0641 -1.9110 20.0456
H: 0.3144 -1.6658 20.8899
H: 0.4220 -1.3921 19.4048
O: 0.8353 0.3586 18.3943
H: 0.6044 0.3736 17.4655
H: 0.8621 1.2807 18.6498

Values from the calculation:
Energy relative to the best compared isomer or geometry (same formula, charge and spin)   42.5 kJ/mol
SMILES string   COCCNCCOC.COCCNCCOC.O.O.O
HOMO-LUMO gap   9.3 eV

***

# 2
Here is a structure of composition C34H68O48S9 in a non-equilibrium geometry from OMol25. Energies are from ωB97M-V/def2-TZVPD.

Positions of all 159 atoms, in Å:
C: -7.6018 4.0765 -1.0899
C: -7.0574 2.9990 -0.1564
O: -7.0403 1.6762 -0.9028
C: -6.3222 0.7978 -0.3240
O: -5.6342 0.8923 0.6985
O: -6.4346 -0.3964 -0.9541
C: -5.4420 -1.4153 -0.5299
H: -7.0541 4.2326 -2.0017
H: -7.5740 5.0298 -0.5665
H: -8.5929 3.8815 -1.3866
H: -7.7309 2.8692 0.6685
H: -6.0405 3.2030 0.1471
H: -4.4524 -1.1902 -0.9539
H: -5.8679 -2.3180 -0.9609
H: -5.4819 -1.4976 0.5383
C: 5.2618 2.1425 3.9593
C: 5.5118 1.1370 2.8845
O: 4.3023 0.8053 2.1416
C: 4.0603 1.4599 1.0351
O: 4.5562 2.5200 0.7075
O: 3.0734 0.8101 0.4108
C: 2.7458 1.3556 -0.9392
H: 4.6873 2.9721 3.5040
H: 6.1561 2.5887 4.4124
H: 4.6664 1.7990 4.8266
H: 5.8148 0.1887 3.2962
H: 6.2349 1.5574 2.1702
H: 2.5209 2.4111 -0.9143
H: 1.9111 0.7102 -1.2913
H: 3.5636 1.1469 -1.5940
C: 0.5486 -2.4666 -2.0133
C: -0.5386 -3.2231 -1.3092
O: -0.7749 -2.7853 0.0859
C: -1.6151 -1.7102 0.2074
O: -1.9304 -0.9380 -0.6782
O: -1.9051 -1.6756 1.4773
C: -2.7937 -0.6467 1.8345
H: 0.5132 -1.3982 -1.6962
H: 0.3233 -2.4116 -3.0922
H: 1.5637 -2.8152 -1.8836
H: -0.3388 -4.2634 -1.2050
H: -1.4616 -3.0444 -1.8502
H: -2.2477 0.3002 1.8241
H: -3.2527 -0.9467 2.7616
H: -3.5506 -0.5775 1.0812
C: 0.4614 5.0610 2.1554
C: 0.0037 4.2798 3.3931
O: -1.3980 4.3562 3.8750
C: -2.2571 3.8613 2.9754
O: -2.0215 3.4015 1.9025
O: -3.5026 3.9333 3.5847
C: -4.4949 3.0019 3.0698
H: 0.3409 6.1495 2.2875
H: -0.0568 4.7700 1.2053
H: 1.5611 4.8892 2.0541
H: 0.5517 4.6463 4.2881
H: 0.2800 3.2412 3.3038
H: -5.0697 3.5015 2.3177
H: -5.1976 2.8145 3.8905
H: -4.0019 2.0801 2.7746
C: -2.1272 3.1931 6.7159
C: -0.6086 3.3303 7.1538
O: 0.0905 2.8948 6.0262
S: -0.6633 1.5059 5.6742
O: -0.2292 0.6457 6.6991
O: -0.6203 1.1671 4.2997
O: -2.1471 2.0066 5.9566
H: -2.5612 3.9478 6.0616
H: -2.8452 2.9791 7.5842
H: -0.2726 2.8214 8.0693
H: -0.3627 4.3783 7.2843
C: 1.2036 -5.8466 -6.8985
C: -0.1277 -5.1061 -6.4455
O: -0.0336 -5.0515 -5.0460
S: 1.2178 -5.7783 -4.4682
O: 0.7608 -6.6757 -3.4606
O: 2.1943 -4.7859 -4.2097
O: 1.4858 -6.6097 -5.7457
H: 2.0118 -5.1320 -7.0584
H: 0.9691 -6.5244 -7.7773
H: -1.0474 -5.5492 -6.8514
H: -0.0744 -4.0751 -6.8364
C: -1.5945 1.1176 -5.0681
C: -1.5273 0.0775 -3.9668
O: -1.6864 -1.1474 -4.6101
S: -0.8184 -0.9622 -5.9519
O: -1.5269 -1.5579 -7.0159
O: 0.5423 -1.4256 -5.7489
O: -0.7480 0.5975 -6.1485
H: -1.1006 2.0259 -4.7901
H: -2.6044 1.2278 -5.5416
H: -2.3084 0.1887 -3.2577
H: -0.4841 0.1285 -3.5236
C: 3.1605 1.2370 -5.3365
C: 2.6094 2.0625 -6.4401
O: 2.4590 3.4452 -5.9625
S: 2.0906 3.2621 -4.4405
O: 0.7291 3.0379 -4.2828
O: 2.7194 4.2864 -3.6911
O: 2.7508 1.9110 -4.0908
H: 4.2258 1.1346 -5.2414
H: 2.7597 0.1973 -5.3496
H: 1.6087 1.8100 -6.7286
H: 3.3002 2.1677 -7.2603
C: 5.8958 -3.4463 1.7617
C: 6.5521 -3.2415 0.3640
O: 6.1616 -4.3493 -0.4436
S: 4.6417 -4.6684 0.0068
O: 4.3658 -6.0236 -0.2465
O: 3.8019 -3.6536 -0.5405
O: 4.7984 -4.3794 1.5711
H: 5.4530 -2.5637 2.1955
H: 6.5981 -3.9351 2.4331
H: 7.6593 -3.2524 0.3924
H: 6.3129 -2.3194 -0.1533
C: 4.9899 -3.2389 -4.4328
C: 3.9873 -2.1984 -3.9467
O: 4.8232 -0.9290 -3.8589
S: 6.3640 -1.3388 -3.6305
O: 6.6350 -1.1644 -2.2549
O: 7.1750 -0.7634 -4.6620
O: 6.2188 -2.9288 -3.8799
H: 5.1502 -3.1542 -5.5166
H: 4.6362 -4.2133 -4.1493
H: 3.5742 -2.4904 -2.9902
H: 3.1842 -1.9492 -4.6145
C: -3.1052 2.1980 -0.5851
C: -3.3904 3.7575 -0.5866
O: -4.1927 4.0830 -1.6988
S: -3.7733 2.9863 -2.8485
O: -2.4771 3.3152 -3.3311
O: -4.8490 2.7532 -3.7036
O: -3.5960 1.7360 -1.8497
H: -3.5681 1.6527 0.2132
H: -2.0304 1.9677 -0.6076
H: -2.5683 4.4070 -0.6227
H: -3.9481 4.0743 0.2961
C: -2.6344 -1.5385 6.7631
C: -3.3508 -2.8435 7.2735
O: -4.7222 -2.6018 6.9933
S: -4.8604 -1.7736 5.5804
O: -5.9290 -0.8740 5.6481
O: -4.7875 -2.6361 4.4469
O: -3.4387 -1.0504 5.6645
H: -1.6613 -1.6145 6.3971
H: -2.6948 -0.7297 7.5155
H: -3.1820 -2.8845 8.2956
H: -3.0062 -3.7547 6.7276
C: 1.4286 -0.5259 2.4907
C: 2.3070 -1.8226 2.0113
O: 2.3638 -2.6336 3.1351
S: 2.5150 -1.6947 4.3824
O: 3.8802 -1.2524 4.3827
O: 1.9161 -2.2475 5.5267
O: 1.5807 -0.5204 3.8813
H: 0.3580 -0.6690 2.2076
H: 1.8024 0.3228 1.9070
H: 3.3256 -1.3785 1.8275
H: 2.0624 -2.3938 1.1253

Values from the calculation:
Energy relative to the best compared isomer or geometry (same formula, charge and spin)   0.0 kJ/mol
HOMO-LUMO gap   10.8 eV

***

# 3
Here is a structure of composition C18H21FHfN2O4 in a non-equilibrium geometry from OMol25. Energies are from ωB97M-V/def2-TZVPD.

Positions of all 47 atoms, in Å:
Hf: -0.1327 0.5763 -0.5777
C: 2.6596 2.6151 0.4828
C: 2.4470 2.1300 -0.9391
C: 3.7012 2.2209 -1.7694
O: 1.9994 0.6439 -0.9050
C: 1.2817 2.9018 -1.5741
O: 1.4469 3.9544 -2.0802
O: 0.0718 2.2747 -1.4329
H: 3.3329 1.9422 1.0163
H: 1.7364 2.7081 1.0517
H: 3.1280 3.5974 0.4285
H: 4.5589 1.8227 -1.2229
H: 3.8886 3.2707 -1.9840
H: 3.5930 1.7018 -2.7232
H: 2.8158 0.1230 -0.8715
C: -4.3270 0.1976 -1.9271
C: -3.1837 -0.2703 -1.0976
O: -2.1415 0.4541 -0.9620
N: -3.2269 -1.4366 -0.5018
C: -2.1647 -1.9550 0.3740
C: -0.9862 -2.5091 -0.4012
C: -0.7579 -3.8675 -0.4633
C: 0.2980 -4.3591 -1.2213
C: 1.0830 -3.4735 -1.9412
C: 0.7986 -2.1309 -1.8427
N: -0.1818 -1.6358 -1.0583
H: -4.2073 1.2513 -2.1563
H: -5.2737 0.0340 -1.4107
H: -4.3476 -0.3682 -2.8615
H: -4.0652 -1.9891 -0.6200
H: -2.6021 -2.7464 0.9746
H: -1.8545 -1.1695 1.0605
H: -1.4049 -4.5432 0.0809
H: 0.4905 -5.4245 -1.2626
H: 1.8894 -3.8137 -2.5757
H: 1.3719 -1.4088 -2.4096
F: -0.1976 0.9156 5.6406
C: -0.1795 0.8461 4.3158
C: 0.6719 -0.0678 3.7123
C: 0.6858 -0.1347 2.3316
C: -0.1311 0.7024 1.5480
C: -0.9739 1.6109 2.2154
C: -1.0090 1.6891 3.5952
H: 1.3012 -0.6977 4.3280
H: 1.3601 -0.8507 1.8677
H: -1.6121 2.2819 1.6505
H: -1.6506 2.3862 4.1186

Values from the calculation:
Energy relative to the best compared isomer or geometry (same formula, charge and spin)   10.0 kJ/mol
HOMO-LUMO gap   8.0 eV
Net charge   +2

***

# 4
Here is a cluster of 7 separate species, C14H31Cl2N3O15 in total in a non-equilibrium geometry from OMol25. Energies are from ωB97M-V/def2-TZVPD.

Positions of all 65 atoms, in Å:
Cl: -1.3544 2.3078 2.6411
C: 0.0349 2.7162 1.6246
C: 0.3890 4.2618 1.5757
Cl: 1.4351 4.7937 0.2587
H: -0.2116 2.4126 0.6071
H: 0.8563 2.0881 1.9694
H: 0.8104 4.6321 2.5103
H: -0.4675 4.9132 1.4019
C: 5.6967 -2.9666 -2.2901
N: 5.7821 -1.7005 -1.5225
O: 5.7092 -1.8366 -0.3376
O: 5.8608 -0.7115 -2.2219
H: 6.7378 -3.2817 -2.2195
H: 5.4406 -2.7367 -3.3244
H: 4.9527 -3.6195 -1.8339
C: 0.3440 -3.9459 -2.4039
N: 0.5023 -4.4760 -1.0333
O: -0.4418 -4.8629 -0.4083
O: 1.5474 -4.3235 -0.4486
H: 0.0039 -4.7135 -3.0991
H: 1.2364 -3.4190 -2.7416
H: -0.5162 -3.2784 -2.3534
C: -5.1110 0.5881 2.5616
N: -4.5958 0.0072 1.3067
O: -4.7520 0.6548 0.2998
O: -4.0095 -1.0473 1.4851
H: -4.8449 1.6419 2.4795
H: -4.6517 0.0274 3.3757
H: -6.1778 0.3659 2.5876
C: 3.0023 0.0584 -0.3866
O: 1.7026 0.4541 -0.8108
C: 0.6768 -0.4013 -0.6348
O: 0.7113 -1.5143 -0.1112
O: -0.4380 0.2366 -1.1156
C: -1.6576 -0.4303 -1.1228
H: 2.8843 -0.3525 0.6161
H: 3.6133 0.9606 -0.4132
H: 3.4856 -0.6038 -1.1049
H: -1.8344 -1.1985 -0.3700
H: -1.7083 -0.8601 -2.1232
H: -2.5036 0.2448 -0.9933
C: -1.0996 -1.3873 2.9760
O: -0.1230 -0.5837 3.5269
C: 1.1284 -0.9701 3.8138
O: 1.5670 -2.1463 3.6000
O: 1.9495 0.0496 4.1246
C: 3.3121 -0.1456 4.4875
H: -1.3817 -2.1332 3.7190
H: -0.7622 -1.9381 2.0980
H: -1.9944 -0.7665 2.9306
H: 3.9849 -0.2891 3.6421
H: 3.3049 -1.0270 5.1288
H: 3.5432 0.7821 5.0110
C: -0.3228 1.8148 -3.5467
O: -1.3518 2.4855 -2.7161
C: -2.7019 2.3145 -2.9763
O: -3.1481 1.4260 -3.6824
O: -3.4229 3.3257 -2.4194
C: -4.8129 3.2802 -2.5466
H: 0.6807 1.9177 -3.1337
H: -0.2835 2.3540 -4.4932
H: -0.5332 0.7565 -3.7010
H: -5.1430 2.6169 -3.3461
H: -5.3275 4.2081 -2.7963
H: -5.2019 2.9702 -1.5767

Values from the calculation:
2S+1   2
HOMO-LUMO gap (alpha / beta)   8.5 / 3.0 eV
Net charge   +1

***

# 5
Here is the ion CH4NO with charge -1 in a non-equilibrium geometry from OMol25. Energies are from ωB97M-V/def2-TZVPD.

Positions of all 7 atoms, in Å:
N: 0.2350 0.6304 0.6941
C: -0.0618 -0.5159 -0.2451
O: -0.9805 -0.2153 -1.1275
H: -0.6963 1.0050 0.8670
H: 0.6520 1.3162 0.0730
H: -0.1407 -1.4593 0.3606
H: 0.9922 -0.7611 -0.6222

Values from the calculation:
Energy relative to the best compared isomer or geometry (same formula, charge and spin)   14.4 kJ/mol
SMILES string   NC[O-]
HOMO-LUMO gap   7.5 eV
Net charge   -1

***

# 6
Here is the molecule C6H13N in a non-equilibrium geometry from OMol25. Energies are from ωB97M-V/def2-TZVPD.

Positions of all 20 atoms, in Å:
C: -0.7746 2.2933 -1.8023
C: 0.0293 1.1924 -1.1287
C: -0.8722 0.1389 -0.5244
N: -0.0923 -0.9028 0.0742
C: -0.8656 -1.7427 1.0892
C: 0.2881 -0.8926 1.4481
C: 1.6290 -1.4422 1.8465
H: -1.4755 2.7491 -1.0918
H: -1.3616 1.8924 -2.6378
H: -0.1206 3.0791 -2.1888
H: 0.7089 0.7060 -1.8402
H: 0.6550 1.6026 -0.3249
H: -1.4923 -0.3295 -1.3094
H: -1.5696 0.5828 0.2080
H: -0.6782 -2.4923 0.3420
H: -1.8476 -1.3469 1.3807
H: 0.0014 0.0394 1.9407
H: 1.6845 -1.5554 2.9346
H: 1.7836 -2.4237 1.3901
H: 2.4261 -0.7678 1.5213

Values from the calculation:
Energy relative to the best compared isomer or geometry (same formula, charge and spin)   201.5 kJ/mol
SMILES string   CCCN1C[C@H]1C
HOMO-LUMO gap   10.4 eV